No. 1
{"formula": "C31H78B3N5O3S", "method": "wB97M-V/def2-TZVPD", "smiles": "CCCCNB1OBOB(CCCS)O1.CCN(CC)CC.CCN(CC)CC.CCN(CC)CC.CCN(CC)CC", "lumo_ev": 0.5, "orbital_gap_ev": 8.52, "total_charge": 0, "e_tot_ha": -2200.4254, "elements": ["C", "C", "C", "C", "N", "B", "O", "B", "O", "B", "C", "C", "C", "S", "O", "H", "H", "H", "H", "H", "H", "H", "H", "H", "H", "H", "H", "H", "H", "H", "H", "H", "H", "C", "C", "N", "C", "C", "C", "C", "H", "H", "H", "H", "H", "H", "H", "H", "H", "H", "H", "H", "H", "H", "H", "C", "C", "N", "C", "C", "C", "C", "H", "H", "H", "H", "H", "H", "H", "H", "H", "H", "H", "H", "H", "H", "H", "C", "C", "N", "C", "C", "C", "C", "H", "H", "H", "H", "H", "H", "H", "H", "H", "H", "H", "H", "H", "H", "H", "C", "C", "N", "C", "C", "C", "C", "H", "H", "H", "H", "H", "H", "H", "H", "H", "H", "H", "H", "H", "H", "H"], "xyz": [[1.20666, 3.34361, -3.17065], [1.63151, 1.91243, -2.86191], [1.51481, 0.99697, -4.09101], [2.61220, -0.06247, -4.23359], [2.38563, -1.35788, -3.57591], [2.58427, -1.49037, -2.15195], [1.79617, -0.82406, -1.20384], [1.53033, -1.47381, -0.01983], [2.38391, -2.47168, 0.39599], [3.61289, -2.48026, -0.26035], [4.94920, -2.50413, 0.53800], [6.25048, -2.59124, -0.27300], [7.23583, -1.48988, 0.12163], [6.61473, 0.07179, -0.59113], [3.56640, -2.30919, -1.63007], [1.81759, 3.77811, -3.96573], [1.30467, 3.99193, -2.29662], [0.16152, 3.38796, -3.48439], [1.02881, 1.52481, -2.03880], [2.66701, 1.90520, -2.50571], [1.54482, 1.62267, -4.98952], [0.54146, 0.49701, -4.10414], [3.55014, 0.34137, -3.84132], [2.79224, -0.26470, -5.29169], [1.50435, -1.75590, -3.87500], [0.57195, -1.18821, 0.62112], [4.91513, -1.54320, 1.07179], [4.90890, -3.25929, 1.32728], [6.03677, -2.50651, -1.34128], [6.72414, -3.56255, -0.12218], [7.26960, -1.39578, 1.20763], [8.24092, -1.68726, -0.24633], [7.23567, 0.90862, 0.25003], [4.20131, 4.82738, -0.68456], [4.24229, 6.34401, -0.59697], [2.92236, 6.95215, -0.55441], [2.95411, 8.40001, -0.67739], [3.60090, 9.20867, 0.45360], [2.00748, 6.41725, 0.44303], [2.45051, 6.45174, 1.91104], [3.58805, 4.49869, -1.52530], [5.21150, 4.44049, -0.82517], [3.80320, 4.37738, 0.22583], [4.74153, 6.74666, -1.48305], [4.87457, 6.62308, 0.26188], [1.92576, 8.74514, -0.81900], [3.47853, 8.62850, -1.61050], [2.96961, 9.25194, 1.33997], [3.76874, 10.23448, 0.12014], [4.56761, 8.79558, 0.74441], [1.79050, 5.38057, 0.17473], [1.06299, 6.95567, 0.32829], [3.48762, 6.12931, 2.02014], [1.83219, 5.77074, 2.49873], [2.36112, 7.44284, 2.35243], [-2.46566, -2.77331, 1.22619], [-2.71437, -4.23803, 1.54695], [-2.19234, -5.13967, 0.53347], [-2.66205, -6.50683, 0.68092], [-2.23414, -7.28214, 1.93194], [-0.78056, -4.98397, 0.21403], [0.23612, -5.12118, 1.35356], [-2.86079, -2.52233, 0.24066], [-2.95937, -2.14410, 1.96780], [-1.40427, -2.52456, 1.24407], [-3.79278, -4.41553, 1.59550], [-2.32548, -4.44942, 2.55627], [-2.35350, -7.06140, -0.20960], [-3.75562, -6.47105, 0.65433], [-1.19287, -7.59834, 1.88782], [-2.84705, -8.18052, 2.03309], [-2.37169, -6.68725, 2.83632], [-0.64900, -3.99890, -0.24205], [-0.55161, -5.70565, -0.57450], [-0.08926, -4.58296, 2.24572], [1.18652, -4.68663, 1.04245], [0.41541, -6.15827, 1.63358], [0.57946, 8.07459, -3.54253], [-0.03066, 7.54495, -4.82883], [-1.06985, 6.55418, -4.60944], [-1.42795, 5.81846, -5.81015], [-2.08090, 6.59003, -6.96288], [-2.17383, 6.96558, -3.75689], [-2.98272, 8.19829, -4.17994], [0.96542, 7.25765, -2.92932], [1.41086, 8.73993, -3.78125], [-0.13477, 8.64682, -2.94811], [0.75427, 7.04880, -5.40750], [-0.36826, 8.39533, -5.44340], [-2.08528, 4.99759, -5.50903], [-0.50964, 5.35292, -6.18146], [-3.11724, 6.84872, -6.74986], [-2.07348, 5.97619, -7.86554], [-1.54047, 7.51075, -7.18701], [-1.77298, 7.14505, -2.75667], [-2.83848, 6.10337, -3.65861], [-2.32904, 9.00936, -4.50572], [-3.56444, 8.56692, -3.33304], [-3.67843, 7.98387, -4.98965], [-7.59883, -9.08655, 6.70732], [-6.19959, -8.61172, 7.06452], [-5.16271, -9.25063, 6.27193], [-3.82029, -9.02920, 6.78405], [-3.26588, -7.59985, 6.76573], [-5.31613, -9.14709, 4.82827], [-5.40268, -7.74162, 4.22138], [-7.66618, -10.17289, 6.77936], [-8.32394, -8.64789, 7.39379], [-7.88678, -8.79167, 5.69764], [-5.99349, -8.86425, 8.10862], [-6.17316, -7.51157, 7.00684], [-3.14432, -9.68249, 6.22540], [-3.81155, -9.39151, 7.81647], [-2.99087, -7.27914, 5.76156], [-2.36849, -7.54677, 7.38494], [-3.98489, -6.88372, 7.16618], [-6.21231, -9.70213, 4.54280], [-4.47896, -9.68947, 4.38106], [-6.07173, -7.09632, 4.79318], [-5.79750, -7.80153, 3.20497], [-4.43015, -7.25571, 4.16693]], "forces_ev_per_a": [[-0.035, 0.085, 0.143], [-0.079, -0.027, -0.015], [0.057, 0.039, -0.013], [0.101, -0.120, 0.041], [0.008, 0.113, 0.074], [0.086, 0.085, 0.153], [-0.420, -0.254, -0.140], [0.060, -0.114, -0.086], [0.137, 0.423, 0.269], [-0.151, -0.119, -0.237], [-0.029, -0.249, -0.015], [0.019, 0.083, 0.102], [-0.119, -0.051, -0.024], [0.066, 0.045, 0.082], [0.162, 0.143, 0.006], [-0.031, -0.030, -0.024], [-0.011, -0.024, -0.004], [0.019, 0.010, -0.065], [0.064, -0.038, -0.017], [0.007, 0.041, -0.017], [0.033, 0.005, 0.019], [-0.026, 0.042, -0.033], [0.029, 0.004, -0.059], [-0.050, 0.009, -0.006], [-0.028, -0.001, -0.050], [0.034, 0.010, 0.026], [0.000, -0.009, 0.013], [0.015, 0.011, 0.009], [0.040, -0.059, -0.009], [0.007, 0.002, -0.012], [0.049, 0.008, -0.038], [-0.030, -0.005, -0.050], [0.000, 0.024, -0.028], [0.014, -0.027, -0.065], [-0.014, 0.022, 0.048], [0.028, 0.007, 0.039], [-0.056, 0.033, -0.067], [0.001, 0.009, -0.014], [-0.030, -0.004, -0.030], [-0.009, -0.010, -0.003], [-0.011, 0.017, 0.005], [-0.003, -0.006, -0.007], [0.006, -0.011, -0.004], [0.025, -0.026, 0.003], [-0.026, 0.020, 0.013], [-0.004, -0.019, 0.001], [0.022, -0.028, 0.004], [0.006, -0.021, 0.009], [-0.008, 0.003, 0.006], [0.006, 0.008, -0.007], [0.015, 0.001, -0.017], [-0.002, -0.002, 0.024], [-0.010, -0.022, 0.007], [-0.008, 0.013, 0.007], [0.031, 0.011, -0.012], [-0.029, 0.006, 0.000], [-0.002, -0.035, -0.001], [0.031, 0.009, 0.038], [-0.034, 0.000, -0.052], [-0.025, -0.046, 0.008], [0.002, 0.006, -0.025], [0.012, -0.001, -0.033], [0.018, -0.003, -0.007], [-0.010, 0.004, -0.011], [0.000, -0.002, 0.011], [0.001, 0.009, 0.024], [0.024, -0.006, -0.009], [0.002, -0.001, 0.004], [0.000, 0.015, 0.015], [0.011, 0.033, 0.001], [0.011, -0.005, 0.006], [0.002, -0.009, 0.006], [-0.028, 0.012, 0.009], [0.019, -0.005, 0.013], [0.013, 0.022, -0.009], [0.020, -0.019, 0.034], [-0.045, -0.003, 0.019], [0.070, -0.025, 0.045], [-0.002, -0.019, -0.042], [-0.004, 0.017, -0.035], [0.004, -0.077, 0.049], [0.002, -0.010, -0.007], [0.016, -0.023, 0.025], [-0.001, 0.000, 0.014], [-0.021, 0.008, 0.020], [-0.001, 0.005, 0.015], [-0.013, 0.005, -0.018], [-0.005, 0.016, -0.018], [-0.019, 0.010, 0.021], [-0.002, 0.000, -0.012], [0.010, 0.014, 0.003], [0.007, 0.017, 0.012], [-0.014, 0.000, 0.000], [0.009, -0.009, -0.009], [0.024, -0.002, -0.006], [-0.020, 0.019, 0.000], [-0.002, 0.010, 0.026], [-0.017, -0.008, -0.008], [0.027, 0.005, -0.024], [-0.007, -0.009, 0.026], [0.037, 0.002, 0.003], [-0.009, 0.050, -0.023], [0.009, -0.067, 0.004], [0.005, -0.004, 0.004], [0.016, -0.021, -0.007], [0.005, -0.007, -0.051], [0.004, -0.001, -0.017], [-0.002, -0.013, 0.005], [-0.001, 0.011, 0.002], [-0.014, 0.021, 0.006], [0.005, 0.000, -0.024], [0.006, 0.002, 0.009], [-0.016, 0.011, 0.004], [-0.017, 0.004, -0.006], [0.007, 0.003, -0.010], [0.005, -0.002, 0.011], [-0.014, -0.002, 0.036], [-0.001, 0.019, -0.021], [-0.018, -0.016, -0.005], [0.019, 0.000, -0.007], [-0.016, 0.036, 0.032]], "mulliken_charge": [-1.4944, 0.1603, -0.4253, -1.0207, -0.3419, 0.4388, -0.2024, 0.6257, -0.4748, 0.5827, -0.7621, -0.6118, -0.8598, -0.2122, -0.5665, 0.4397, 0.0976, 0.4741, 0.1565, 0.2183, 0.4074, 0.2986, 0.4270, 0.2630, 0.2121, -0.2086, 0.3733, 0.3956, 0.2979, 0.3905, 0.3902, 0.4469, 0.1107, -1.2780, -0.4214, 0.5263, -0.5991, -1.2651, -0.5700, -1.2410, 0.1173, 0.4838, 0.2822, 0.4642, 0.2816, 0.2201, 0.4637, 0.2666, 0.4314, 0.2799, 0.1502, 0.4543, 0.2428, 0.4226, 0.2912, -1.3406, -0.2924, 0.1071, -0.7576, -0.7812, -0.7625, -0.6572, 0.3269, 0.4635, 0.1249, 0.4723, 0.2106, 0.3429, 0.4405, 0.2812, 0.3655, 0.1149, 0.3172, 0.3379, 0.2075, 0.1220, 0.3323, -1.2875, -0.5906, 0.3656, -0.7273, -1.1746, -0.6890, -1.0081, 0.2433, 0.4696, 0.3098, 0.4577, 0.2675, 0.4090, 0.3919, 0.2467, 0.4190, 0.2790, 0.3197, 0.3951, 0.2438, 0.3824, 0.2697, -1.4312, -0.3392, 0.1239, -0.7299, -0.7241, -0.8111, -0.5606, 0.3319, 0.4302, 0.2928, 0.4667, 0.2568, 0.3460, 0.3994, 0.0082, 0.4038, 0.2726, 0.3628, 0.3154, 0.3291, 0.3659, -0.1073]}



No. 2
{"formula": "C2H6O2S2", "method": "wB97M-V/def2-TZVPD", "lumo_ev": [-5.6, -8.5], "multiplicity": 2, "orbital_gap_ev": [9.06, 6.13], "total_charge": 1, "e_tot_ha": -1026.3172, "e_above_lowest_kj_mol": 59.2, "elements": ["C", "S", "S", "H", "H", "H", "H", "O", "C", "O", "H", "H"], "xyz": [[0.81727, -1.19106, 1.06482], [1.04072, -0.66817, -0.66052], [2.72793, 0.59368, -0.63826], [1.77688, -1.44921, 1.43418], [0.02490, -1.84823, 1.22962], [0.47638, -0.29306, 1.58593], [2.42340, 1.02176, 0.74173], [-2.02654, 1.65998, 0.05010], [-1.62510, 1.12534, -0.93438], [-1.94005, -0.12885, -1.36633], [-1.19974, 1.66000, -1.82372], [-2.49606, -0.48220, -0.68315]], "forces_ev_per_a": [[0.504, 2.887, -0.338], [1.375, 0.357, -0.165], [-2.462, -0.510, 2.507], [0.691, -0.719, 0.433], [-1.002, -1.671, -0.436], [0.185, 0.242, 0.131], [0.795, -0.609, -2.143], [0.591, -0.581, 0.509], [-1.264, 0.963, -2.345], [1.055, 0.654, 0.312], [0.438, -0.241, 0.828], [-0.906, -0.770, 0.707]], "lowdin_spin": [0.0510, 0.5386, 0.3440, 0.0083, 0.0003, 0.0151, 0.0127, 0.0003, 0.0097, 0.0187, 0.0013, -0.0001]}